No. 1
C20H47BiNO2P3 | ωB97M-V/def2-TZVPD

Last column: Mulliken charge in e.
Positions of all 74 atoms, in Å:
Bi  0.59097  -0.14956  -0.84558  1.00
P  1.75701  1.70828  0.70171  -0.14
P  -1.72301  -0.63671  -2.12606  -0.36
N  -0.87380  2.09541  -0.89398  -0.03
C  0.53377  3.04434  0.95511  -0.85
H  0.47416  3.24494  2.03654  0.46
H  0.93695  3.95900  0.49123  0.49
C  -0.88756  2.80897  0.40576  -1.02
H  -1.49797  2.21390  1.10272  0.39
H  -1.40903  3.77589  0.27196  0.49
C  -2.19998  2.09712  -1.60901  -1.39
H  -2.04300  2.41274  -2.65246  0.41
H  -2.85304  2.84535  -1.13165  0.47
C  -2.84578  0.71339  -1.56949  -0.70
H  -3.76223  0.68022  -2.18382  0.53
H  -3.14532  0.47558  -0.53572  0.53
C  -2.70936  -2.16842  -1.83773  0.79
C  -2.48520  -2.67996  -0.40828  -1.32
H  -2.81437  -1.95605  0.34906  0.16
H  -1.42692  -2.90862  -0.21986  0.13
H  -3.04909  -3.60933  -0.25360  0.48
C  -1.50992  -0.37000  -3.94432  0.84
C  -0.37382  -1.22886  -4.53076  -1.54
H  0.09462  -0.67726  -5.35684  0.42
H  -0.74784  -2.17387  -4.94465  0.42
H  0.41477  -1.46045  -3.79914  0.24
C  3.27700  2.38829  -0.11533  0.86
C  4.42781  1.36648  -0.14551  -1.60
H  5.18940  1.71959  -0.85504  0.54
H  4.09578  0.37351  -0.48045  0.26
H  4.92041  1.25894  0.83131  0.29
C  2.17208  1.04188  2.37952  0.85
C  2.85387  -0.33409  2.30301  -1.02
H  2.73210  -0.85236  3.26606  0.49
H  3.93068  -0.23432  2.10661  0.37
H  2.41976  -0.98105  1.52605  -0.09
C  2.24110  -2.60785  -1.02543  0.10
C  -2.84860  -0.49726  -4.69633  -1.61
H  -3.69656  -0.79179  -4.06009  0.42
H  -3.10000  0.47322  -5.14872  0.27
H  -2.77190  -1.22370  -5.51593  0.45
C  3.69553  3.77365  0.41726  -1.42
H  4.78899  3.87359  0.38909  0.38
H  3.28042  4.56927  -0.21874  0.38
H  3.36537  3.96502  1.44824  0.34
C  2.96643  2.02349  3.24081  -1.70
H  3.10516  1.58428  4.23849  0.46
H  3.96295  2.22809  2.82421  0.29
H  2.43514  2.97279  3.37838  0.35
C  -2.42907  -3.25305  -2.87725  -1.54
H  -1.35838  -3.48368  -2.93229  0.28
H  -2.94666  -4.17019  -2.57480  0.49
H  -2.78831  -2.98100  -3.87547  0.31
H  -3.75966  -1.83392  -1.91001  0.59
H  1.16778  0.90609  2.82375  0.02
H  -1.19361  0.68560  -4.00785  0.54
H  2.91698  2.51972  -1.15382  0.34
O  2.65709  -3.64956  -0.82042  -0.14
H  -0.19160  2.54678  -1.51150  0.33
H  1.15881  0.85579  -2.23221  0.03
C  -0.30832  -0.81239  4.51314  -1.10
P  -0.89155  -1.52423  2.96477  1.00
C  0.07213  -3.01316  2.65307  -1.06
C  -2.59265  -2.03506  3.27042  -1.18
O  -0.78941  -0.54478  1.80808  -0.64
H  -0.77642  0.17020  4.66084  0.35
H  0.78291  -0.68899  4.51228  0.26
H  -0.59200  -1.46800  5.34795  0.47
H  0.05915  -3.65813  3.54139  0.45
H  -0.35399  -3.56171  1.80450  0.31
H  1.10860  -2.74478  2.41735  0.23
H  -3.24497  -1.15405  3.23679  0.36
H  -2.66778  -2.49376  4.26481  0.43
H  -2.92702  -2.75944  2.51788  0.32

Properties
E_LUMO (eV): -6.16
Total charge: +2
HOMO-LUMO gap (eV): 7.505
HOMO level (eV): -13.67

No. 2
C46H70F12O29 | ωB97M-V/def2-TZVPD

Last column: Mulliken charge in e.
Positions of all 157 atoms, in Å:
C  -16.64169  13.35959  -4.55350  -1.09
C  -15.55190  14.02616  -5.48383  -0.29
O  -14.85525  13.01750  -6.24669  -0.31
C  -13.56812  12.61618  -5.81880  0.46
O  -12.98491  13.04713  -4.83424  -0.54
C  -13.07343  11.28483  -6.52969  0.83
F  -11.77339  11.04968  -6.37735  -0.18
F  -13.64130  10.20490  -5.94889  -0.28
F  -13.33868  11.32236  -7.79959  -0.25
H  -17.31888  14.07262  -4.08329  0.37
H  -16.05789  12.89287  -3.76013  0.30
H  -17.20274  12.56489  -5.04520  0.31
H  -14.87059  14.78319  -5.09546  0.31
H  -15.87902  14.56523  -6.37293  0.35
C  -7.08393  4.96497  -7.58011  -0.87
C  -7.30719  4.75862  -5.98215  -0.45
O  -8.41285  3.99413  -5.58600  -0.26
C  -8.44648  2.62535  -5.72118  0.35
O  -7.55066  2.09928  -6.27445  -0.49
C  -9.81119  1.85342  -5.26261  0.78
F  -10.01654  1.92199  -3.98915  -0.23
F  -10.83191  2.47921  -5.90300  -0.25
F  -9.77796  0.48131  -5.60260  -0.25
H  -6.33488  5.75274  -7.66033  0.13
H  -8.03368  5.28429  -8.00919  0.27
H  -6.93641  4.02732  -8.11598  0.41
H  -7.43198  5.76165  -5.57414  0.39
H  -6.42249  4.31872  -5.52183  0.41
C  -11.73101  15.20786  -7.02827  -0.75
C  -10.90973  16.19027  -7.92727  -0.50
O  -9.81558  15.55660  -8.55926  -0.31
C  -8.75120  14.90770  -8.00726  0.03
O  -8.60046  14.97382  -6.81308  -0.49
C  -7.85475  14.14761  -9.00895  1.26
F  -6.52369  14.40798  -8.94261  -0.27
F  -8.05286  12.80953  -8.87172  -0.19
F  -8.11100  14.49428  -10.26436  -0.25
H  -10.98369  15.05889  -6.24890  0.20
H  -11.79767  14.25921  -7.56093  0.26
H  -12.56461  15.54808  -6.41388  0.36
H  -10.64080  17.08189  -7.36088  0.35
H  -11.54674  16.55183  -8.73448  0.30
C  -8.54153  11.36364  -6.07486  -0.93
C  -8.02755  10.16655  -6.85553  -0.27
O  -6.73195  10.59116  -7.35653  0.52
C  -5.84142  9.81535  -7.85419  0.39
O  -6.20812  8.63465  -8.06214  -0.32
C  -4.49743  10.48344  -8.10307  0.37
F  -3.68206  10.32161  -7.05751  -0.22
F  -3.86867  10.00246  -9.18140  -0.13
F  -4.72404  11.73373  -8.23153  -0.15
H  -9.26673  10.95580  -5.37068  0.52
H  -8.96692  12.18514  -6.65130  0.03
H  -7.80562  11.80481  -5.40263  0.02
H  -8.65187  10.20556  -7.74817  -0.48
H  -8.10571  9.21059  -6.33771  0.88
C  -1.98563  12.56012  -2.17176  -1.55
C  -3.40622  13.08978  -2.17286  0.41
C  -3.53385  14.53375  -2.54790  -0.48
O  -4.31965  14.55931  -3.70280  -0.29
C  -4.63162  13.32444  -4.04542  0.50
O  -5.24888  12.90751  -4.99464  -0.50
O  -4.22234  12.39705  -3.09587  -0.27
H  -1.73099  11.60720  -1.70787  0.35
H  -1.41203  13.21650  -1.51735  0.41
H  -1.51644  12.65032  -3.15147  0.34
H  -3.84660  12.93745  -1.18748  0.27
H  -2.57999  14.88793  -2.93881  0.45
H  -3.79559  15.19470  -1.72162  0.31
C  -13.01299  5.59956  -7.60983  -1.51
C  -12.68162  6.30939  -6.32134  0.63
C  -12.10977  5.37137  -5.27555  -0.26
O  -10.86012  6.03875  -4.89558  -0.33
C  -10.64449  7.05295  -5.65079  0.55
O  -9.76304  7.88049  -5.49259  -0.62
O  -11.59096  7.16844  -6.53783  -0.19
H  -13.55264  6.19759  -8.34416  0.37
H  -13.74857  4.80738  -7.47029  0.40
H  -12.01549  5.31485  -7.94455  0.37
H  -13.66482  6.66856  -6.01735  0.22
H  -12.01869  4.33574  -5.60307  0.08
H  -12.81312  5.22468  -4.45587  0.29
C  -3.88842  12.02228  -12.59536  -1.45
C  -5.30907  11.39179  -12.49523  0.59
C  -6.01046  11.35577  -11.11078  0.23
O  -7.28677  11.94953  -11.28365  -0.35
C  -7.31126  12.42601  -12.44724  0.51
O  -8.33882  12.89641  -12.91900  -0.68
O  -6.17384  12.41771  -13.03150  -0.34
H  -3.26371  11.37670  -11.97806  0.31
H  -3.92193  13.06310  -12.27337  0.42
H  -3.51832  11.96936  -13.61924  0.35
H  -5.34100  10.36293  -12.85374  0.24
H  -5.42232  12.09543  -10.56755  -0.08
H  -6.12270  10.41841  -10.56593  0.04
C  -7.98486  12.83895  -2.51147  -1.36
C  -7.55913  14.24127  -2.97514  0.88
C  -8.61311  15.38109  -2.93586  -0.07
O  -7.82571  16.45647  -2.36223  -0.41
C  -6.55394  16.09373  -2.08860  0.67
O  -5.74395  16.91717  -1.67799  -0.59
O  -6.49225  14.73902  -2.24018  -0.30
H  -8.71551  12.55833  -1.75285  0.49
H  -7.12817  12.16535  -2.53271  0.31
H  -8.55053  12.41414  -3.34072  0.23
H  -7.18044  14.06641  -3.98217  -0.07
H  -9.48178  15.08260  -2.34899  0.26
H  -9.09764  15.70803  -3.85588  0.07
C  -9.81574  8.24766  -9.95590  -1.28
C  -10.22113  9.49248  -10.79415  0.94
C  -10.01025  9.19244  -12.22372  -0.10
O  -11.23675  9.31609  -12.86941  -0.40
C  -12.22664  9.48336  -11.88695  0.61
O  -13.45201  9.51495  -12.07843  -0.63
O  -11.65119  9.52708  -10.78443  -0.33
H  -9.73387  8.40724  -8.88075  0.06
H  -8.76128  8.12491  -10.20318  0.33
H  -10.38931  7.37436  -10.26648  0.44
H  -9.85624  10.44402  -10.40746  -0.02
H  -9.74120  8.16637  -12.47453  0.26
H  -9.21378  9.82899  -12.60912  0.15
C  -4.24053  6.88319  -10.47230  -0.80
C  -3.37956  7.50041  -11.62762  0.38
C  -2.81125  6.55867  -12.61555  -0.40
O  -2.98087  7.24781  -13.81199  -0.39
C  -3.87342  8.24018  -13.67125  0.55
O  -4.35475  8.81233  -14.65881  -0.57
O  -4.27125  8.25862  -12.37012  -0.07
H  -4.41512  7.56195  -9.63749  -0.24
H  -3.74719  6.04919  -9.97315  0.24
H  -5.21685  6.64709  -10.89557  0.38
H  -2.67955  8.24323  -11.24514  0.29
H  -3.40190  5.65328  -12.75517  0.30
H  -1.76254  6.30627  -12.45871  0.32
C  0.05182  3.12897  -6.21828  -0.68
O  -0.34539  3.79424  -7.40998  -0.35
C  -1.66283  4.08483  -7.73114  -0.76
C  -2.33713  5.15823  -6.96061  0.27
O  -1.77534  6.49732  -7.04276  -0.54
C  -2.65535  7.56591  -6.63253  0.08
C  -2.89891  7.79475  -5.06947  -0.76
O  -3.94850  7.02924  -4.74134  -0.01
C  -3.98731  6.35955  -3.49008  -1.04
H  -0.26896  2.09614  -6.08246  0.31
H  -0.29473  3.68269  -5.34570  0.26
H  1.13782  3.05433  -6.16218  0.26
H  -2.33994  3.23074  -7.71863  0.42
H  -1.68982  4.38195  -8.77951  0.26
H  -2.39450  4.99094  -5.88505  0.12
H  -3.36958  5.01840  -7.28092  0.05
H  -3.55933  7.61332  -7.23972  -0.08
H  -2.11346  8.45544  -6.95377  0.29
H  -3.11376  8.83310  -4.81692  0.39
H  -2.02101  7.44760  -4.52460  0.56
H  -3.18672  5.62153  -3.53990  0.34
H  -4.94485  6.05895  -3.06480  0.21
H  -3.53434  7.10337  -2.83461  0.39

Properties
E_LUMO (eV): 0.36
SMILES: CCOC(=O)C(F)(F)F.CCOC(=O)C(F)(F)F.CCOC(=O)C(F)(F)F.CCOC(=O)C(F)(F)F.C[C@H]1COC(=O)O1.C[C@H]1COC(=O)O1.C[C@H]1COC(=O)O1.C[C@H]1COC(=O)O1.C[C@H]1COC(=O)O1.C[C@H]1COC(=O)O1.COCCOCCOC
HOMO-LUMO gap (eV): 9.802
HOMO level (eV): -9.44